No. 1
Computed, not measured: a molecular structure, C33H30As2AuN2OS3 in a non-equilibrium geometry, with wB97M-V/def2-TZVPD.

Geometry as ORCA input:
```
! wB97M-V def2-TZVPD RIJCOSX def2/J DEFGRID3
* xyz 1 1
Au -1.48 -0.39 0.08
C 1.73 0.37 1.06
C 1.97 0.45 -0.44
As 0.44 1.18 -1.46
C 1.37 1.87 -3.05
C 1.13 3.15 -3.52
C 1.79 3.62 -4.65
C 2.68 2.80 -5.32
C 2.91 1.51 -4.87
C 2.25 1.04 -3.75
C 0.09 2.87 -0.56
C -1.17 3.44 -0.72
C -1.48 4.64 -0.11
C -0.54 5.28 0.68
C 0.73 4.73 0.81
C 1.04 3.53 0.21
As 0.50 -1.05 1.63
C 1.71 -2.38 2.43
C 1.39 -2.91 3.67
C 2.27 -3.78 4.30
C 3.45 -4.15 3.68
C 3.75 -3.65 2.43
C 2.89 -2.77 1.80
C -0.22 -0.30 3.26
C 0.44 0.67 3.99
C -0.13 1.20 5.13
C -1.38 0.76 5.56
C -2.03 -0.24 4.86
C -1.45 -0.77 3.71
H 1.26 1.29 1.41
H 2.69 0.26 1.59
H 2.20 -0.55 -0.84
H 2.83 1.09 -0.67
H 0.43 3.80 -3.00
H 1.61 4.63 -5.00
H 3.17 3.16 -6.21
H 3.60 0.87 -5.39
H 2.42 0.03 -3.40
H -1.90 2.94 -1.35
H -2.47 5.06 -0.23
H -0.78 6.20 1.17
H 1.49 5.24 1.39
H 2.04 3.12 0.32
H 0.47 -2.62 4.16
H 2.02 -4.17 5.28
H 4.12 -4.84 4.17
H 4.67 -3.94 1.94
H 3.13 -2.37 0.81
H 1.42 1.02 3.67
H 0.40 1.95 5.70
H -1.84 1.20 6.42
H -2.98 -0.61 5.19
H -1.98 -1.54 3.14
S -5.00 2.43 1.31
C -3.74 1.46 0.84
S -2.20 1.50 1.58
S -3.87 0.32 -0.42
N -5.03 -2.76 -3.84
C -3.95 -3.56 -4.01
O -3.94 -4.48 -4.79
C -2.74 -3.25 -3.17
C -1.63 -4.09 -3.33
C -0.50 -3.88 -2.56
C -0.51 -2.84 -1.65
N -1.56 -2.04 -1.50
C -2.64 -2.22 -2.24
H -5.85 -2.97 -4.39
H -5.08 -1.99 -3.20
H -1.69 -4.89 -4.05
H 0.37 -4.51 -2.66
H 0.34 -2.63 -1.00
H -3.45 -1.53 -2.06
*
```

## Properties
HOMO level ... -10.86 eV
LUMO energy ... -5.4 eV
Total energy ... -7261.833464 Ha
Kohn-Sham gap ... 5.46 eV
Strongest force on any atom ... 1.66 eV Å⁻¹
Relative energy (zero: lowest compared OMol25 entry of this formula, charge and spin) ... 0.0 kcal/mol


No. 2
Computed, not measured: C6H4O in the gas phase in a non-equilibrium geometry, with wB97M-V/def2-TZVPD.

Geometry as ORCA input:
```
! wB97M-V def2-TZVPD RIJCOSX def2/J DEFGRID3
* xyz 0 1
C 1.59 1.62 0.04
C 1.28 0.37 0.13
C 0.92 -0.89 0.07
C -0.41 -1.44 0.02
C -1.52 -0.64 0.01
C -2.45 0.19 0.09
O -3.45 0.84 0.06
H 1.59 2.32 0.82
H 1.47 1.86 -1.00
H 1.73 -1.78 -0.06
H -0.75 -2.46 -0.17
*
```

## Properties
HOMO level ... -8.74 eV
LUMO energy ... -1.0 eV
Total energy ... -306.102980 Ha
Kohn-Sham gap ... 7.71 eV
Strongest force on any atom ... 4.32 eV Å⁻¹
Relative energy (zero: lowest compared OMol25 entry of this formula, charge and spin) ... 68.1 kcal/mol
Structure (SMILES) ... C=C=CC=C=C=O


No. 3
Computed, not measured: a molecular structure, C62H43N4SSbW, with wB97M-V/def2-TZVPD.

Geometry as ORCA input:
```
! wB97M-V def2-TZVPD RIJCOSX def2/J DEFGRID3
* xyz 2 3
W -0.11 0.94 -0.26
C 4.95 -0.33 5.60
C 5.07 -0.93 4.36
C 4.16 -0.63 3.35
C 3.11 0.25 3.60
C 2.99 0.85 4.85
C 3.91 0.56 5.85
C 2.13 0.55 2.52
C 2.59 1.17 1.37
C 3.92 1.61 1.16
C 4.00 2.11 -0.10
C 2.71 2.02 -0.68
N 1.84 1.45 0.23
C 2.31 2.61 -1.91
C 1.04 3.20 -1.95
C 0.70 4.38 -2.68
C -0.60 4.67 -2.40
C -1.10 3.62 -1.57
C -2.44 3.40 -1.30
C -3.46 4.33 -1.86
C -3.65 4.42 -3.24
C -4.60 5.28 -3.75
C -5.36 6.07 -2.89
C -5.17 5.98 -1.52
C -4.23 5.11 -1.00
C -2.88 2.29 -0.59
N -2.08 1.40 0.10
C -2.94 0.50 0.72
C -2.58 -0.35 1.76
C -3.61 -1.27 2.30
C -4.15 -1.09 3.57
C -5.12 -1.97 4.04
C -5.55 -3.03 3.25
C -5.02 -3.20 1.98
C -4.06 -2.32 1.50
C -1.32 -0.29 2.35
C -0.98 -0.84 3.62
C 0.33 -0.54 3.84
C 0.81 0.16 2.70
N -0.22 0.34 1.79
C -4.28 0.79 0.33
C -4.25 1.90 -0.45
N -0.06 2.79 -1.20
C 3.15 2.69 -3.12
C 4.54 2.50 -3.15
C 5.25 2.55 -4.34
C 4.59 2.75 -5.55
C 3.21 2.87 -5.55
C 2.50 2.83 -4.36
H 5.66 -0.55 6.38
H 5.89 -1.61 4.16
H 4.27 -1.09 2.37
H 2.18 1.55 5.03
H 3.82 1.03 6.81
H 4.69 1.58 1.92
H 4.85 2.60 -0.53
H 1.39 4.95 -3.27
H -1.18 5.51 -2.74
H -3.06 3.80 -3.91
H -4.76 5.35 -4.82
H -6.11 6.74 -3.29
H -5.76 6.59 -0.85
H -4.07 5.04 0.07
H -3.84 -0.26 4.19
H -5.54 -1.83 5.03
H -6.30 -3.71 3.62
H -5.36 -4.02 1.35
H -3.65 -2.45 0.50
H -1.65 -1.39 4.25
H 0.92 -0.80 4.71
H -5.14 0.24 0.66
H -5.07 2.43 -0.89
H 5.11 2.31 -2.26
H 6.32 2.42 -4.32
H 5.15 2.78 -6.47
H 2.67 2.97 -6.49
H 1.42 2.85 -4.41
S -0.10 0.11 -2.34
Sb 0.19 -1.96 -0.44
C 0.46 -2.95 1.40
C -0.61 -3.56 2.05
C -0.39 -4.25 3.23
C 0.89 -4.32 3.77
C 1.95 -3.70 3.12
C 1.74 -3.02 1.93
C 1.97 -2.37 -1.46
C 2.02 -3.45 -2.33
C 3.21 -3.74 -3.00
C 4.34 -2.97 -2.79
C 4.29 -1.89 -1.92
C 3.11 -1.59 -1.25
C -1.35 -3.07 -1.30
C -2.38 -2.51 -2.06
C -3.36 -3.32 -2.60
C -3.33 -4.69 -2.39
C -2.31 -5.26 -1.63
C -1.33 -4.45 -1.08
H -1.62 -3.51 1.65
H -1.22 -4.74 3.73
H 1.06 -4.86 4.69
H 2.95 -3.76 3.53
H 2.58 -2.58 1.41
H 1.15 -4.07 -2.52
H 3.24 -4.58 -3.69
H 5.26 -3.20 -3.31
H 5.16 -1.28 -1.75
H 3.08 -0.74 -0.58
H -2.42 -1.44 -2.22
H -4.16 -2.88 -3.19
H -4.10 -5.32 -2.82
H -2.29 -6.33 -1.47
H -0.55 -4.91 -0.48
*
```

## Properties
HOMO level (spin up / spin down) ... -12.22 / -12.21 eV
LUMO energy (spin up / spin down) ... -6.7 / -7.6 eV
<S²> ... 2.01
Total energy ... -3312.543982 Ha
Kohn-Sham gap (spin up / spin down) ... 5.50 / 4.59 eV
Strongest force on any atom ... 0.42 eV Å⁻¹
Relative energy (zero: lowest compared OMol25 entry of this formula, charge and spin) ... 0.0 kcal/mol


No. 4
Computed, not measured: C6H16N2 in the gas phase in a non-equilibrium geometry, with wB97M-V/def2-TZVPD.

Geometry as ORCA input:
```
! wB97M-V def2-TZVPD RIJCOSX def2/J DEFGRID3
* xyz 0 1
C 0.27 1.41 1.18
C 1.17 0.59 0.26
C 1.38 1.46 -1.01
N 0.64 -0.73 -0.07
C 1.54 -1.45 -0.99
C -0.76 -0.83 -0.54
C -1.75 -1.18 0.66
N -2.77 -0.18 0.89
H 0.74 2.38 1.42
H 0.14 1.11 2.23
H -0.70 1.59 0.75
H 2.09 0.45 0.82
H 0.60 1.17 -1.73
H 2.35 1.41 -1.48
H 1.13 2.53 -0.98
H 1.16 -1.65 -1.99
H 2.45 -0.84 -1.04
H 1.85 -2.40 -0.54
H -1.30 -0.04 -1.05
H -0.75 -1.71 -1.18
H -2.19 -2.18 0.75
H -1.09 -1.28 1.55
H -3.68 -0.42 1.21
H -2.52 0.79 0.89
*
```

## Properties
HOMO level ... -8.33 eV
LUMO energy ... 1.1 eV
Total energy ... -347.650698 Ha
Kohn-Sham gap ... 9.47 eV
Strongest force on any atom ... 2.75 eV Å⁻¹
Relative energy (zero: lowest compared OMol25 entry of this formula, charge and spin) ... 46.5 kcal/mol
Structure (SMILES) ... CC(C)N(C)CCN


No. 5
Computed, not measured: 3 unconnected molecules or ions with the total composition C3H14N2O2S in a non-equilibrium geometry, with wB97M-V/def2-TZVPD.

Geometry as ORCA input:
```
! wB97M-V def2-TZVPD RIJCOSX def2/J DEFGRID3
* xyz 0 1
N 1.40 -0.70 -0.11
C 1.78 0.63 0.40
N 0.75 1.50 0.83
C -0.29 2.02 -0.06
C -1.63 1.37 0.15
S -2.95 2.39 -0.58
H 1.64 -1.38 0.69
H 0.49 -0.80 -0.39
H 2.27 1.18 -0.58
H 2.60 0.45 1.23
H 0.31 1.20 1.71
H 0.07 2.19 -1.02
H -0.46 3.08 0.30
H -1.72 1.24 1.25
H -1.53 0.37 -0.27
H -3.01 1.67 -1.71
O -0.57 -2.42 1.23
H 0.00 -3.12 0.84
H -1.34 -2.48 0.73
O 0.57 -3.07 -1.27
H 0.41 -2.94 -2.21
H 1.22 -2.37 -1.18
*
```

## Properties
HOMO level ... -8.62 eV
LUMO energy ... 0.5 eV
Total energy ... -780.814575 Ha
Kohn-Sham gap ... 9.14 eV
Strongest force on any atom ... 5.84 eV Å⁻¹
Relative energy (zero: lowest compared OMol25 entry of this formula, charge and spin) ... 30.7 kcal/mol
Structure (SMILES) ... NCNCCS.O.O


No. 6
Computed, not measured: 5 unconnected molecules or ions with the total composition C51H115N2OP2 in a non-equilibrium geometry, with wB97M-V/def2-TZVPD.

Geometry as ORCA input:
```
! wB97M-V def2-TZVPD RIJCOSX def2/J DEFGRID3
* xyz 4 2
C -0.72 0.78 1.81
O -0.14 1.64 2.74
H -1.63 0.28 2.15
H -1.17 1.30 0.96
H -0.03 -0.01 1.55
C 0.98 -1.92 -0.32
C 2.43 -2.15 -0.74
C 2.91 -3.52 -0.18
C 3.88 -4.33 -1.14
N 5.35 -3.68 -1.44
C 5.07 -2.61 -2.54
C 6.48 -2.64 -3.39
C 6.98 -4.09 -3.15
C 6.22 -4.76 -2.06
C 6.15 -3.00 -0.29
H 0.46 -1.09 -0.81
H 0.82 -1.78 0.75
H 0.38 -2.79 -0.60
H 3.01 -1.25 -0.53
H 2.34 -2.12 -1.82
H 2.09 -4.15 0.16
H 3.50 -3.24 0.69
H 3.28 -4.50 -2.03
H 4.05 -5.32 -0.70
H 4.92 -1.66 -2.04
H 4.29 -2.98 -3.21
H 7.17 -1.90 -2.98
H 6.35 -2.38 -4.44
H 7.95 -3.99 -2.66
H 7.11 -4.72 -4.03
H 6.84 -5.14 -1.24
H 5.61 -5.58 -2.44
H 5.50 -2.27 0.20
H 6.97 -2.43 -0.72
H 6.48 -3.73 0.46
C 0.01 6.90 6.07
C -0.72 6.49 4.83
C -1.92 5.60 4.99
C -1.69 4.14 5.27
N -2.95 3.21 5.15
C -2.73 1.71 5.57
C -3.67 0.89 4.61
C -4.11 1.89 3.45
C -3.50 3.22 3.63
C -4.07 3.79 6.07
H 0.47 7.88 5.95
H 0.83 6.25 6.39
H -0.64 7.13 6.91
H -0.10 6.03 4.06
H -1.16 7.38 4.39
H -2.67 5.63 4.21
H -2.46 6.11 5.79
H -1.43 3.95 6.31
H -0.82 3.70 4.80
H -2.97 1.60 6.63
H -1.67 1.67 5.31
H -4.49 0.45 5.17
H -3.08 0.05 4.23
H -5.18 2.06 3.51
H -3.73 1.52 2.50
H -4.13 4.10 3.52
H -2.75 3.27 2.84
H -3.65 3.80 7.08
H -4.94 3.15 5.96
H -4.28 4.80 5.71
C 3.76 5.01 7.41
C 2.72 4.54 6.33
C 3.08 3.31 5.36
C 2.41 3.30 4.03
P 3.50 2.40 2.68
C 2.80 2.41 1.00
C 2.76 3.77 0.28
C 1.41 4.47 0.39
C 0.40 3.96 -0.58
C 5.19 3.02 2.66
C 5.33 4.56 3.01
C 6.72 5.08 2.79
C 7.04 5.20 1.34
C 3.46 0.70 3.30
C 4.44 -0.39 2.73
C 4.00 -1.89 3.22
C 4.57 -2.31 4.54
H 4.03 4.17 8.05
H 3.47 5.90 7.98
H 4.77 5.24 7.06
H 2.59 5.39 5.66
H 1.75 4.31 6.77
H 2.85 2.40 5.91
H 4.17 3.38 5.32
H 2.11 4.30 3.74
H 1.52 2.69 4.21
H 1.82 1.95 1.14
H 3.37 1.67 0.43
H 3.05 3.82 -0.77
H 3.54 4.48 0.54
H 1.69 5.53 0.31
H 0.93 4.35 1.36
H 0.38 2.89 -0.82
H 0.46 4.54 -1.50
H -0.55 4.17 -0.10
H 5.46 2.90 1.62
H 5.84 2.55 3.39
H 4.97 5.03 3.93
H 4.76 5.15 2.29
H 7.39 4.44 3.36
H 6.83 6.10 3.15
H 6.93 6.18 0.88
H 6.44 4.49 0.77
H 8.06 4.86 1.18
H 2.49 0.40 2.91
H 3.51 0.68 4.39
H 5.51 -0.25 2.59
H 4.12 -0.48 1.69
H 4.41 -2.57 2.47
H 2.92 -2.03 3.21
H 5.66 -2.35 4.45
H 4.07 -3.20 4.92
H 4.45 -1.57 5.33
C -2.77 -0.75 -1.25
C -2.27 -1.66 -2.39
C -3.18 -2.70 -2.99
C -4.10 -1.92 -3.88
P -5.19 -2.85 -5.10
C -6.53 -3.88 -4.38
C -5.96 -4.93 -3.42
C -7.00 -5.81 -2.60
C -7.65 -6.91 -3.46
C -5.81 -1.82 -6.49
C -6.63 -2.49 -7.61
C -7.38 -1.48 -8.48
C -8.38 -2.09 -9.42
C -4.01 -3.96 -5.93
C -3.03 -3.24 -6.90
C -1.91 -4.13 -7.47
C -1.06 -4.90 -6.57
H -3.09 -1.43 -0.46
H -3.70 -0.30 -1.59
H -2.16 0.01 -0.76
H -1.41 -2.16 -1.94
H -1.72 -1.07 -3.12
H -3.72 -3.13 -2.16
H -2.61 -3.50 -3.46
H -3.56 -1.27 -4.57
H -4.80 -1.30 -3.33
H -7.11 -4.29 -5.22
H -7.12 -3.16 -3.81
H -5.30 -4.36 -2.76
H -5.32 -5.60 -3.99
H -7.67 -5.03 -2.26
H -6.61 -6.21 -1.66
H -8.28 -7.52 -2.81
H -7.01 -7.73 -3.78
H -8.09 -6.36 -4.29
H -4.86 -1.39 -6.79
H -6.29 -0.91 -6.14
H -7.29 -3.17 -7.07
H -5.92 -3.10 -8.17
H -6.66 -0.89 -9.04
H -7.83 -0.67 -7.90
H -9.35 -1.60 -9.51
H -8.79 -3.00 -8.98
H -8.08 -2.38 -10.43
H -4.56 -4.68 -6.53
H -3.60 -4.61 -5.16
H -2.44 -2.49 -6.37
H -3.53 -2.88 -7.80
H -1.20 -3.50 -8.01
H -2.27 -4.75 -8.29
H 0.02 -4.99 -6.75
H -1.28 -5.95 -6.36
H -0.95 -4.33 -5.65
*
```

## Properties
HOMO level (spin up / spin down) ... -17.26 / -17.26 eV
LUMO energy (spin up / spin down) ... -7.3 / -10.4 eV
<S²> ... 0.75
Total energy ... -2878.160572 Ha
Kohn-Sham gap (spin up / spin down) ... 10.00 / 6.85 eV
Strongest force on any atom ... 3.73 eV Å⁻¹


No. 7
Computed, not measured: a molecular structure, C25H34FeO7 in a non-equilibrium geometry, with wB97M-V/def2-TZVPD.

Geometry as ORCA input:
```
! wB97M-V def2-TZVPD RIJCOSX def2/J DEFGRID3
* xyz 0 5
C -4.63 0.20 0.20
C -3.40 0.90 -0.30
O -2.29 0.44 0.49
C -1.14 1.02 0.05
C 0.01 0.70 0.89
C 1.24 1.41 0.71
O 2.14 1.33 1.58
C 1.46 2.35 -0.47
C 0.86 3.72 -0.20
C 1.64 4.62 0.78
C 0.84 5.06 2.02
C 1.00 4.13 3.23
C -0.30 3.90 4.00
C -1.11 2.71 3.45
C -0.56 1.36 3.93
C -1.08 0.16 3.14
C -0.14 -0.29 1.98
O -1.17 1.74 -0.95
H -5.47 0.53 -0.40
H -4.56 -0.88 0.08
H -4.85 0.42 1.24
H -3.21 0.66 -1.35
H -3.50 1.99 -0.19
H 2.54 2.44 -0.64
H 0.96 1.96 -1.36
H 0.81 4.26 -1.16
H -0.18 3.59 0.11
H 2.58 4.14 1.08
H 1.90 5.54 0.23
H 1.21 6.05 2.31
H -0.22 5.17 1.75
H 1.46 3.17 2.93
H 1.72 4.60 3.91
H -0.04 3.71 5.05
H -0.94 4.78 3.95
H -2.16 2.80 3.78
H -1.14 2.73 2.35
H 0.54 1.38 3.92
H -0.87 1.24 4.98
H -1.17 -0.68 3.84
H -2.07 0.36 2.71
H -0.55 -1.23 1.58
H 0.85 -0.48 2.40
C 2.64 -3.20 -5.75
O 1.87 -3.96 -4.83
C 1.31 -3.44 -3.66
C 2.00 -3.58 -2.43
C 1.58 -2.69 -1.32
C 0.09 -2.90 -1.23
C -0.68 -2.87 -2.40
C -0.08 -3.22 -3.61
Fe 0.36 -4.74 -2.09
C 1.06 -5.48 -0.69
O 1.54 -6.13 0.15
C 0.88 -6.17 -3.15
O 1.20 -7.14 -3.70
C -1.18 -5.57 -1.79
O -2.22 -6.08 -1.68
H 2.98 -3.94 -6.47
H 2.02 -2.45 -6.27
H 3.50 -2.71 -5.27
H 3.00 -4.01 -2.46
H 2.08 -2.95 -0.37
H 1.85 -1.61 -1.48
H -0.41 -2.81 -0.26
H -1.76 -2.72 -2.34
H -0.66 -3.38 -4.51
*
```

## Properties
HOMO level (spin up / spin down) ... -5.77 / -8.42 eV
LUMO energy (spin up / spin down) ... 0.5 / -2.1 eV
<S²> ... 6.12
Total energy ... -2763.183575 Ha
Kohn-Sham gap (spin up / spin down) ... 6.23 / 6.33 eV
Strongest force on any atom ... 6.78 eV Å⁻¹
Relative energy (zero: lowest compared OMol25 entry of this formula, charge and spin) ... 0.0 kcal/mol